# 1
DFT (ωB97M-V with the def2-TZVPD basis set) results for the molecule C5H7NO.

Element x y z (Å)
C -1.86547 0.13396 -0.05187
C -0.56791 -0.48298 0.47592
C 0.72591 0.02297 -0.18479
C 0.55343 1.09831 -1.16068
N 0.34123 1.77998 -2.07037
C 2.01065 -0.24201 0.48468
O 1.68126 -0.89962 -0.71849
H -1.90628 1.20654 0.16310
H -2.72497 -0.33823 0.43658
H -1.97377 0.02027 -1.13401
H -0.49532 -0.27008 1.54976
H -0.58504 -1.57396 0.37751
H 2.83310 0.46834 0.49997
H 1.97318 -0.92347 1.33269

The calculated total energy comes out at -8834.2170 eV. The calculation puts the energy above the lowest of the compared OMol25 structures with the same formula, charge and spin at 191.6 kJ/mol. The calculation puts the LUMO energy at 0.81 eV. The structure (SMILES) is CC[C@@]1(C#N)CO1.

***

# 2
DFT (ωB97M-V with the def2-TZVPD basis set) results for the molecule C4H3NO2.

Element x y z (Å)
O -2.18997 0.94043 -1.37509
C -1.72688 0.00396 -0.82791
C -0.10673 -0.07943 -0.58603
N 0.06040 -0.93837 -1.44214
O 2.04666 -1.12541 0.30807
C 1.61156 -0.15697 0.91823
C 0.39151 0.51841 0.55189
H -2.22754 -0.83573 -0.33496
H 2.17579 0.28501 1.75885
H -0.03479 1.38811 1.02910

The calculated total energy comes out at -9776.9777 eV. The calculation puts the energy above the lowest of the compared OMol25 structures with the same formula, charge and spin at 454.3 kJ/mol. The calculation puts the LUMO energy (spin up / spin down) at -2.23 / -2.22 eV.

***

# 3
DFT (ωB97M-V with the def2-TZVPD basis set) results for a structure of composition C18H25NSc.

Element x y z (Å)
Sc 0.15891 -1.12913 -0.65118
C -2.04868 -3.19808 -2.70029
C -0.89905 -2.23496 -2.68564
C 0.43160 -2.70092 -2.60670
C 1.53033 -1.82249 -2.69567
C 2.93538 -2.34779 -2.71563
C 1.26202 -0.43510 -2.77791
C -0.05192 0.07291 -2.87175
C -0.29798 1.53454 -3.11519
C -1.11838 -0.83660 -2.76092
H -2.82831 -2.84741 -3.37592
H -2.50586 -3.30009 -1.71114
H -1.72278 -4.18618 -3.01798
H 0.61234 -3.77000 -2.56807
H 3.35706 -2.41487 -1.70810
H 3.58452 -1.69305 -3.29483
H 2.96368 -3.34694 -3.14676
H 2.10304 0.24326 -2.87961
H -0.44499 2.08291 -2.18078
H -1.19531 1.67224 -3.71645
H 0.54679 1.98526 -3.63243
H -2.14058 -0.48276 -2.85066
C 0.98439 3.04390 2.28663
N -0.44034 2.86287 2.70070
C -1.21053 4.14715 2.57783
C -1.13340 1.74126 1.96359
C -0.52244 0.38717 2.24492
C -0.48981 -0.05211 3.55855
C 0.08904 -1.27629 3.92582
C 0.63706 -2.10317 2.96793
C 0.54908 -1.67387 1.64398
C -0.02514 -0.47518 1.23814
H 1.42004 3.84368 2.87977
H 0.99882 3.32075 1.23460
H 1.52766 2.11812 2.45470
H -0.43518 2.61451 3.69227
H -1.23324 4.43511 1.52951
H -0.70391 4.91062 3.16215
H -2.21872 3.99394 2.95392
H -1.10849 2.00908 0.90811
H -2.17176 1.76796 2.29664
H -0.93807 0.54103 4.35039
H 0.09744 -1.57240 4.96660
H 1.10349 -3.04276 3.22912
H 0.99220 -2.38611 0.89774

The calculated total energy comes out at -41234.6487 eV. Its total charge is +3. The calculation puts the LUMO energy at -11.46 eV.

***

# 4
DFT (ωB97M-V with the def2-TZVPD basis set) results for a cluster of 12 separate species, C6H31NO11 in total.

Element x y z (Å)
C 2.27133 1.16298 1.97606
C 1.88498 -0.23062 1.98966
C 0.70709 -0.72622 2.51720
N 0.60148 -2.04649 2.44181
C 1.56572 -2.39905 1.50070
C 1.73498 -3.81753 0.99738
C 2.45083 -1.26047 1.29610
H 2.50409 1.52087 1.02712
H 1.43848 1.78126 2.35721
H 3.17983 1.24015 2.70036
H 0.01762 -0.05795 3.02745
H -0.24631 -2.60645 2.67425
H 0.97733 -4.02059 0.22061
H 2.75950 -3.88754 0.45829
H 1.64702 -4.49071 1.84896
H 3.33622 -1.21472 0.63876
O -2.56410 -2.50045 0.97061
H -1.97273 -1.91853 0.39207
H -2.97187 -3.16893 0.42642
O -0.92672 -1.50595 -0.99905
H -1.60318 -0.87742 -1.18778
H -0.19792 -1.13360 -1.47146
O -0.81271 2.70686 -0.04476
H -1.29632 3.18409 -0.73353
H -0.50682 1.83130 -0.62375
O -3.06603 0.16316 2.50705
H -2.84390 -0.77026 2.21837
H -2.29313 0.15852 3.08581
O -1.17276 0.03452 -3.86229
H -1.12034 0.88493 -4.25297
H -0.36844 -0.03893 -3.27032
O 2.66079 2.12493 -1.11414
H 2.70107 2.95005 -0.64722
H 3.45410 1.61763 -0.90000
O -2.92840 -0.17838 -2.02670
H -3.80795 0.01811 -2.41003
H -2.48648 -0.38751 -2.92376
O 0.92523 0.02192 -2.31978
H 0.94040 0.72666 -1.64587
H 1.86360 -0.17622 -2.37110
O 0.48022 4.85643 0.23685
H 0.92438 4.76454 1.01929
H 0.03285 3.99814 0.05220
O -4.09090 2.78526 0.89493
H -3.61256 2.56657 1.61481
H -3.73995 2.49292 0.13383
O 2.80953 -1.41945 -3.41180
H 2.89304 -2.34877 -2.91621
H 1.98518 -1.39745 -3.94434

The calculated total energy comes out at -30735.6541 eV. The calculation puts the energy above the lowest of the compared OMol25 structures with the same formula, charge and spin at 337.8 kJ/mol. The calculation puts the LUMO energy at -0.19 eV. The structure (SMILES) is Cc1c[nH]c(C)c1.O.O.O.O.O.O.O.O.O.O.O.

***

# 5
DFT (ωB97M-V with the def2-TZVPD basis set) results for a cluster of 2 separate species, C5H9NO6 in total.

Element x y z (Å)
N 1.65291 -2.40689 3.76939
O 1.06246 -3.50188 3.60328
O 0.92796 -1.31191 3.50467
O 2.79068 -2.31029 4.29173
C 0.25968 1.27301 -2.70580
C -0.48853 0.41051 -1.71677
C -0.65731 -0.89893 -1.94068
C -1.01562 1.04654 -0.41884
C 0.01379 1.07290 0.66063
O -0.14487 -0.25216 1.22137
O 1.05322 -0.38438 1.93678
O -2.09158 0.24456 0.06330
H 0.19125 2.34487 -2.45495
H 1.32957 1.00220 -2.74874
H -0.14276 1.11889 -3.72145
H -1.15422 -1.52565 -1.19348
H -0.26311 -1.35194 -2.82215
H -1.30518 2.08490 -0.61011
H 1.05859 1.24108 0.34924
H -0.22950 1.77682 1.47077
H -2.84742 0.32776 -0.53820

The calculated total energy comes out at -19093.5877 eV. The calculation puts the energy above the lowest of the compared OMol25 structures with the same formula, charge and spin at 1114.5 kJ/mol. The calculation puts the LUMO energy (spin up / spin down) at -2.48 / -2.96 eV.

***

# 6
DFT (ωB97M-V with the def2-TZVPD basis set) results for a structure of composition C6H10O.

Element x y z (Å)
C -1.38827 -0.48040 -1.64410
C -0.48470 -0.01594 -0.56161
C -0.77649 0.88393 0.42674
C 0.38154 1.12055 1.30159
C 1.49685 0.21290 0.82235
C 0.76717 -0.75513 -0.13091
O 0.36459 -1.93352 0.57714
H -1.79373 -1.46711 -1.39225
H -0.87190 -0.57830 -2.60774
H -2.22829 0.20930 -1.78164
H -1.66624 1.49976 0.54045
H 0.46717 1.85080 2.09929
H 0.17731 1.70041 0.09100
H 2.21970 0.84071 0.28436
H 2.05863 -0.36107 1.56982
H 1.41262 -1.11476 -0.93933
H -0.13596 -1.61213 1.34482

The calculated total energy comes out at -8427.9160 eV. The calculation puts the energy above the lowest of the compared OMol25 structures with the same formula, charge and spin at 320.7 kJ/mol. The calculation puts the LUMO energy at 0.81 eV.